{"formula": "C16H20N4O4", "method": "ωB97M-V/def2-TZVPD", "relative_energy_kj_mol": 304.18, "e_tot_ev": -31066.4670, "lumo_ev": 0.4387, "homo_ev": -8.044, "smiles": "NC(=O)CC[C@H](NC(=O)[C@@H](N)Cc1c[nH]c2ccccc12)C(=O)O", "total_charge": 0, "homo_lumo_gap_ev": 8.48, "elements": ["O", "O", "O", "O", "N", "N", "N", "N", "C", "C", "C", "C", "C", "C", "C", "C", "C", "C", "C", "C", "C", "C", "C", "C", "H", "H", "H", "H", "H", "H", "H", "H", "H", "H", "H", "H", "H", "H", "H", "H", "H", "H", "H", "H"], "positions_angstrom": [[5.126, -1.199, -1.917], [1.449, 0.465, 2.224], [1.015, 2.683, 0.782], [1.771, -1.602, 1.576], [-1.947, -1.123, 1.753], [-1.406, 1.640, -1.902], [0.880, 0.862, -0.591], [4.492, -2.491, -0.236], [-4.561, -2.436, -0.699], [0.457, 2.057, -0.093], [-4.094, -0.141, -1.001], [3.573, 0.931, -0.139], [-4.654, -1.234, -1.439], [-3.147, -0.128, 0.045], [4.702, -0.082, 0.162], [-1.984, 2.292, 0.465], [1.829, -0.386, 1.295], [-3.694, -2.472, 0.405], [2.134, 0.212, -0.076], [-2.368, 0.887, 0.792], [-0.942, 2.458, -0.764], [-2.908, -1.335, 0.731], [4.803, -1.321, -0.773], [-1.609, 0.209, 1.802], [3.784, 1.394, -1.159], [5.632, 0.476, -0.029], [-0.770, 1.426, -2.665], [-3.453, -3.351, 0.986], [-5.229, -3.298, -0.920], [-1.486, 2.729, 1.328], [-1.003, 3.563, -1.088], [4.617, -0.449, 1.133], [-0.840, 0.605, 2.449], [0.129, 0.084, -0.987], [4.256, -3.018, -1.143], [-2.858, 3.075, 0.345], [3.844, -2.788, 0.488], [-5.239, -1.346, -2.324], [-1.590, -1.885, 2.378], [1.407, 1.441, 2.044], [-4.188, 0.858, -1.459], [2.209, -0.691, -0.711], [-1.774, 0.722, -1.664], [3.633, 1.705, 0.593]]}

---

{"formula": "C16H20NOS", "method": "ωB97M-V/def2-TZVPD", "relative_energy_kj_mol": 0.00, "e_tot_ev": -31283.4618, "lumo_ev": -2.6918, "homo_ev": -11.440, "smiles": "COc1ccccc1Sc1ccccc1C[C@@H](C)[NH3+]", "total_charge": 1, "homo_lumo_gap_ev": 8.75, "elements": ["S", "O", "N", "C", "C", "C", "C", "C", "C", "C", "C", "C", "C", "C", "C", "C", "C", "C", "C", "H", "H", "H", "H", "H", "H", "H", "H", "H", "H", "H", "H", "H", "H", "H", "H", "H", "H", "H", "H"], "positions_angstrom": [[-0.184, 0.910, -0.061], [2.391, 2.001, -0.462], [-2.945, -0.175, -0.547], [-4.488, 1.433, 0.474], [3.164, 0.528, -2.251], [-2.559, 0.494, 1.799], [0.526, -2.484, 2.065], [1.658, -1.205, -2.983], [-0.618, -2.599, 2.836], [0.670, -1.422, 1.189], [3.596, 2.735, -0.490], [2.228, 0.972, -1.319], [0.713, -0.772, -2.070], [2.875, -0.549, -3.068], [-1.488, -0.566, 1.869], [-0.337, -0.479, 1.080], [-3.626, 0.212, 0.737], [1.003, 0.298, -1.244], [-1.611, -1.638, 2.741], [-4.251, -0.630, 1.049], [-3.055, 0.564, 2.767], [3.750, 3.208, -1.463], [-1.989, 0.348, -0.600], [-0.730, -3.424, 3.521], [1.441, -2.044, -3.624], [4.453, 2.101, -0.245], [1.315, -3.215, 2.147], [3.485, 3.503, 0.273], [-5.273, 1.216, -0.246], [-3.533, 0.062, -1.351], [-4.965, 1.755, 1.395], [3.613, -0.880, -3.782], [1.565, -1.330, 0.594], [-3.882, 2.257, 0.106], [-2.096, 1.461, 1.594], [-2.492, -1.713, 3.361], [-0.238, -1.278, -1.987], [4.119, 1.020, -2.336], [-2.733, -1.175, -0.561]]}

---

{"formula": "C16H21BF3NO6", "method": "ωB97M-V/def2-TZVPD", "e_tot_ev": -39540.3840, "lumo_ev": 0.3335, "homo_ev": -7.626, "smiles": "CC(=O)OB(OC(C)=O)OC(C)=O.CN(C)Cc1ccc(C(F)(F)F)cc1", "total_charge": 0, "homo_lumo_gap_ev": 7.96, "elements": ["F", "F", "F", "O", "O", "O", "O", "O", "O", "N", "C", "C", "C", "C", "C", "C", "C", "C", "C", "C", "C", "C", "C", "C", "C", "C", "B", "H", "H", "H", "H", "H", "H", "H", "H", "H", "H", "H", "H", "H", "H", "H", "H", "H", "H", "H", "H", "H"], "positions_angstrom": [[6.026, 3.361, -0.284], [6.099, 1.174, -0.478], [6.172, 2.119, 1.511], [-2.606, -2.735, -1.363], [-2.419, -1.302, 1.705], [-0.475, -3.630, -0.743], [-1.832, -0.627, -1.854], [0.847, -2.371, 0.642], [-2.252, -3.446, 0.901], [-1.164, 2.639, 0.188], [2.143, 0.949, 1.058], [-2.690, -1.486, -1.970], [3.310, 3.212, -0.070], [-2.484, 2.058, 0.417], [1.342, 2.037, 0.690], [1.926, 3.147, 0.109], [3.517, 0.988, 0.896], [1.855, -3.518, -1.280], [-0.143, 1.738, 0.658], [-0.996, 3.357, -1.067], [-2.430, -2.503, 1.913], [-2.648, -3.254, 3.202], [0.751, -3.093, -0.337], [4.091, 2.141, 0.359], [-3.973, -1.432, -2.755], [5.588, 2.199, 0.273], [-1.755, -3.218, -0.379], [-0.821, 4.422, -0.859], [-2.675, 2.059, 1.499], [-0.167, 2.959, -1.672], [-0.183, 0.911, -0.021], [1.291, 3.974, -0.192], [2.622, -2.723, -1.329], [-4.332, -0.412, -2.937], [1.393, -3.726, -2.261], [-1.933, 3.313, -1.639], [-4.723, -2.004, -2.199], [3.756, 4.100, -0.512], [4.138, 0.135, 1.173], [2.408, -4.416, -0.937], [1.660, 0.048, 1.433], [-2.505, 1.013, 0.058], [-3.684, -3.616, 3.312], [-2.490, -2.617, 4.076], [-0.422, 1.454, 1.676], [-3.281, 2.619, -0.082], [-3.879, -1.876, -3.759], [-1.971, -4.119, 3.232]]}